Entry from the Open Molecules 2025 dataset: 3 unconnected molecules or ions with the total composition C19H54FN6O5P4 (ωB97M-V/def2-TZVPD).

Cartesian coordinates (Å):
C  -1.66317  -1.86247  3.52435
C  -0.63925  -1.19295  2.58752
O  -0.68207  0.24344  2.77619
P  -1.69343  1.00595  1.75730
O  -0.96404  1.21206  0.50345
C  -3.18480  0.02486  1.30325
C  -4.49701  0.37494  2.04410
C  -4.58430  -0.16332  3.48463
P  -6.24640  0.12198  4.11749
F  -7.27755  -0.43551  3.12835
O  -2.06847  2.45399  2.32834
C  -2.33811  2.54525  3.74359
C  -1.49519  3.63949  4.40543
H  -2.02583  -1.09601  4.21582
H  -1.23492  -2.69624  4.08195
H  -2.53895  -2.25475  2.99786
H  0.35151  -1.51699  2.90629
H  -0.76629  -1.48191  1.54130
H  -3.35740  0.26799  0.25197
H  -2.98962  -1.04888  1.31926
H  -4.68142  1.45267  1.97740
H  -5.30827  -0.10403  1.48099
H  -4.39374  -1.23672  3.57463
H  -3.91335  0.34383  4.19048
H  -6.43825  -0.54791  5.33415
H  -6.44203  1.49060  4.34186
H  -2.17379  1.61399  4.29517
H  -3.39412  2.83241  3.85670
H  -1.98424  4.61246  4.38482
H  -0.49315  3.67225  3.97320
H  -1.36370  3.35141  5.45418
O  -0.81648  -4.38673  -0.37462
P  -0.11490  -4.52285  -1.70342
N  0.02267  -2.84758  -2.08301
C  0.06885  -2.24105  -3.40114
C  0.79522  -2.07157  -1.11644
N  -1.42374  -5.24371  -2.56350
C  -1.92469  -4.75695  -3.83425
C  -2.53479  -5.75737  -1.77356
N  0.98903  -5.04347  -2.95100
C  1.00458  -6.51693  -3.15937
C  2.40103  -4.68316  -2.65799
H  1.00442  -2.42718  -3.94544
H  -0.03713  -1.15873  -3.30815
H  -0.75829  -2.55090  -4.03131
H  1.87097  -2.28417  -1.16995
H  0.47076  -2.28717  -0.09819
H  0.66673  -0.99740  -1.25763
H  -2.50821  -3.83440  -3.71731
H  -2.57804  -5.50329  -4.29494
H  -1.12242  -4.59550  -4.55331
H  -3.20185  -4.95562  -1.43010
H  -2.18001  -6.30695  -0.90602
H  -3.12425  -6.46021  -2.36788
H  1.26934  -7.05531  -2.24525
H  1.72940  -6.76937  -3.93421
H  0.04565  -6.88735  -3.50569
H  2.72106  -5.03867  -1.67546
H  2.55647  -3.60630  -2.70103
H  3.06204  -5.11024  -3.41037
O  2.68454  1.84531  -1.86986
P  2.76957  3.21439  -1.25685
N  4.37822  3.60981  -1.74504
C  5.30544  4.49281  -1.06414
C  4.59127  3.63120  -3.19172
N  2.73427  2.71747  0.39330
C  3.69804  3.13612  1.39063
C  2.33061  1.34349  0.65215
N  2.36465  4.84327  -0.76943
C  1.07956  4.93812  -0.02778
C  2.21264  5.76757  -1.92150
H  5.03569  5.55702  -1.12410
H  6.29892  4.38908  -1.50456
H  5.43571  4.23445  -0.01861
H  4.11870  4.49512  -3.67905
H  4.18668  2.73097  -3.65449
H  5.65481  3.65573  -3.43129
H  4.66588  2.63468  1.26103
H  3.33435  2.89346  2.39434
H  3.84133  4.21678  1.39093
H  3.14576  0.63385  0.45525
H  1.46991  1.07160  0.05112
H  2.02448  1.21870  1.69589
H  0.24024  4.55192  -0.61315
H  0.87864  5.98103  0.22467
H  1.11387  4.39589  0.91164
H  1.50415  5.38880  -2.66293
H  3.16485  5.94785  -2.41792
H  1.86519  6.74178  -1.57998

Computed properties:
- calculated total energy (eV) = -79622.779
- net charge = +1
- lowest unoccupied orbital energy (eV) = -4.4410
- orbital gap (eV) = 5.06

Mulliken population analysis, charges in e, atoms 1 to 4:
1. C -1.09
2. C -0.09
3. O -0.48
4. P 1.09

***

Entry from the Open Molecules 2025 dataset: 13 unconnected molecules or ions with the total composition C19H56F6N22O15 (ωB97M-V/def2-TZVPD).

Cartesian coordinates (Å):
C  -2.32935  -8.09663  -2.70773
O  -1.51272  -7.04157  -2.17347
O  -3.00023  -8.74379  -1.78477
C  -3.19093  -7.46999  -3.84297
F  -2.47978  -7.17958  -4.96681
F  -4.22595  -8.22762  -4.21393
F  -3.70075  -6.28293  -3.42683
C  -0.23506  -6.85912  -2.75827
C  0.12296  -5.39647  -2.63596
H  0.30128  -5.08971  -1.60391
H  1.00751  -5.12698  -3.22821
H  -0.67133  -4.75489  -3.02261
H  -0.30961  -7.09353  -3.82950
H  0.44712  -7.57794  -2.29151
H  -1.65808  -8.87607  -3.15764
C  -0.60392  0.84140  0.81226
O  -0.96705  -0.22030  -0.06730
O  -0.40088  0.48190  2.07501
C  0.31001  1.86004  0.11825
F  1.62596  1.60842  0.03417
F  -0.09717  2.11564  -1.13925
F  0.21548  3.07450  0.75259
C  0.01905  -1.15373  -0.49445
C  -0.59155  -2.02740  -1.56953
H  -0.88422  -1.48269  -2.46952
H  -0.00124  -2.91862  -1.75843
H  -1.57208  -2.45085  -1.31141
H  0.26902  -1.84734  0.31870
H  0.95940  -0.71434  -0.83027
H  -1.54960  1.43316  0.72030
C  -1.82414  4.16496  -3.55386
O  -2.24704  5.22132  -3.99561
N  -0.86689  3.39551  -4.16496
N  -2.05730  3.71544  -2.28212
H  -0.54521  2.54188  -3.74368
H  -0.42747  3.73196  -4.99865
H  -2.61878  4.29189  -1.68311
H  -1.58261  2.89734  -1.96179
C  2.41104  -4.74658  1.44287
O  1.92374  -5.20375  0.43343
N  3.24912  -5.52325  2.23333
N  2.20723  -3.49834  1.94384
H  3.54237  -5.22567  3.14966
H  3.89394  -6.19071  1.85315
H  1.49516  -2.86996  1.62481
H  2.82407  -3.22894  2.68620
C  2.10598  4.74730  -2.21820
O  2.17613  3.56824  -2.52944
N  1.04989  5.25687  -1.52096
N  3.03918  5.68767  -2.58386
H  0.21809  4.69382  -1.43663
H  0.98698  6.23329  -1.29787
H  3.88320  5.39924  -3.03869
H  2.93709  6.60869  -2.20040
C  3.43592  1.74705  2.95040
O  4.43658  1.83180  3.65289
N  2.54578  0.70942  3.07900
N  3.02925  2.71367  2.08768
H  2.95139  -0.10470  3.50195
H  1.66801  0.64934  2.56817
H  2.20917  2.61790  1.52769
H  3.66197  3.48853  2.00630
C  1.17976  0.15557  -3.88332
O  0.28377  0.67879  -4.55014
N  1.56872  -1.14278  -4.06731
N  1.86095  0.79259  -2.89061
H  2.37093  -1.47681  -3.56155
H  1.23980  -1.68726  -4.84215
H  2.59037  0.34798  -2.35418
H  1.49237  1.70709  -2.68464
C  -3.80461  0.32332  -2.92863
O  -5.00811  0.24609  -3.13007
N  -3.33163  0.33130  -1.63832
N  -2.89777  0.34567  -3.94806
H  -2.37831  0.20170  -1.32253
H  -4.11107  0.18654  -1.01729
H  -1.89181  0.31978  -3.88793
H  -3.32896  0.78171  -4.74620
C  -0.29062  -1.90822  5.26148
O  0.15939  -2.48316  6.24923
N  0.45376  -1.77087  4.13555
N  -1.52961  -1.34335  5.23882
H  0.09877  -1.19182  3.39114
H  1.38297  -2.11923  4.25570
H  -1.81557  -0.82609  4.42670
H  -2.16211  -1.58572  5.97511
C  -1.61810  5.87549  1.79845
O  -2.40826  6.75391  2.10945
N  -2.00902  4.61000  1.45198
N  -0.27215  6.08991  1.79330
H  -1.30431  3.90979  1.28090
H  -2.97546  4.42858  1.65156
H  0.10607  6.88695  2.27110
H  0.41654  5.37510  1.63060
C  4.38088  0.30616  -0.46563
O  3.70543  -0.55663  -1.02436
N  4.37867  1.62793  -0.83610
N  5.21517  -0.02436  0.55488
H  3.56528  1.98636  -1.31391
H  4.81753  2.25749  -0.18556
H  5.68863  0.69659  1.06554
H  5.27154  -0.99941  0.77806
C  -0.47314  3.16961  5.26930
O  -0.13638  4.04322  6.04764
N  0.27361  2.73904  4.21308
N  -1.60121  2.38855  5.47796
H  1.18365  3.12904  4.05623
H  -0.05354  1.96546  3.64396
H  -2.14771  2.77808  6.22988
H  -2.13092  2.03796  4.69987
C  -4.16098  -0.60349  2.29053
O  -5.33595  -0.73407  2.56413
N  -3.43579  -1.56917  1.62102
N  -3.39053  0.48854  2.62463
H  -2.58599  -1.36838  1.11368
H  -4.08122  -2.19874  1.16607
H  -3.63243  1.08155  3.39791
H  -2.38942  0.44187  2.46453

Computed properties:
- calculated total energy (eV) = -100425.382
- net charge = -2
- relative energy (zero: lowest compared OMol25 entry of this formula, charge and spin) (kJ/mol) = 0.00
- lowest unoccupied orbital energy (eV) = 2.6614
- orbital gap (eV) = 4.35

Mulliken population analysis, charges in e, atoms 1 to 4:
1. C -0.22
2. O -0.22
3. O -0.88
4. C 0.80